one.
C3H4F2O2 | wB97M-V/def2-TZVPD

Summary:
Kohn-Sham gap (spin up / spin down) (Ha): 0.3107 / 0.2986
Total charge: 0
Lowest unoccupied orbital energy (spin up / spin down) (eV): 0.290 / 0.138

Last column: natural (NBO) charge in e.
Atoms and positions in Å:
C 0.788 0.743 -0.284  0.41
C -1.622 0.470 0.257  -0.02
C 1.643 -0.506 -0.300  0.45
O 1.147 1.876 -0.591  -0.51
O -1.877 -0.864 0.319  -0.66
F 2.876 -0.326 -0.709  -0.31
F 1.150 -1.550 -1.030  -0.34
H -1.634 1.197 0.992  0.18
H -1.886 0.923 -0.693  0.18
H 1.551 -0.897 0.787  0.13
H -2.136 -1.065 1.253  0.48

=====

two.
C3H4F2O2 | wB97M-V/def2-TZVPD

Summary:
Kohn-Sham gap (Ha): 0.4417
Total charge: 0
Lowest unoccupied orbital energy (eV): 0.962

Last column: natural (NBO) charge in e.
Atoms and positions in Å:
C 1.227 -1.262 2.222  0.49
C -1.006 -0.051 -0.522  -0.14
C 0.238 0.844 -0.671  0.54
O 1.823 -0.305 2.168  -0.49
O -1.090 -0.906 0.621  -0.68
F 1.335 0.022 -0.963  -0.36
F 0.077 1.693 -1.722  -0.33
H 0.500 1.432 0.186  0.14
H -1.945 0.447 -0.479  0.20
H -0.911 -0.590 -1.438  0.18
H -0.247 -1.322 0.596  0.46

=====

It comes down to two, which is 76.0 kcal/mol more stable than the next structure.

=====

one.
CH6N2P2 | wB97M-V/def2-TZVPD

Summary:
Kohn-Sham gap (spin up / spin down) (Ha): 0.2721 / 0.2980
Total charge: 0
Lowest unoccupied orbital energy (spin up / spin down) (eV): -0.422 / 0.446

Last column: natural (NBO) charge in e.
Atoms and positions in Å:
C 1.053 1.276 -0.046  -0.80
N -0.367 -0.291 1.412  -0.46
N -0.671 -1.240 0.495  -0.63
P 0.043 1.033 -1.348  0.32
P -1.319 -0.740 -1.038  0.48
H 0.932 1.883 0.859  0.24
H 1.998 0.956 -0.368  0.20
H 0.282 -0.591 2.224  0.34
H -0.177 -2.161 0.639  0.38
H -1.165 1.662 -0.976  -0.04
H -0.608 -1.787 -1.853  -0.04

=====

two.
CH6N2P2 | wB97M-V/def2-TZVPD

Summary:
Kohn-Sham gap (Ha): 0.3141
Total charge: 0
Lowest unoccupied orbital energy (eV): -0.402

Last column: natural (NBO) charge in e.
Atoms and positions in Å:
C -0.646 0.408 -0.704  -0.01
N -1.186 0.104 0.413  -0.72
N 3.328 -0.689 -0.541  -1.03
P -2.763 0.320 0.989  0.50
P 2.513 0.489 0.107  0.77
H 0.337 0.126 -0.830  0.15
H -1.191 0.896 -1.577  0.15
H 3.842 -0.343 -1.290  0.34
H -3.631 -0.286 0.077  -0.05
H -2.792 -0.791 2.047  -0.01
H 2.189 -0.236 1.310  -0.08

=====

It comes down to two, which is 32.8 kcal/mol more stable than the next structure.

=====

one.
C3H7N3S | wB97M-V/def2-TZVPD

Summary:
Kohn-Sham gap (Ha): 0.3218
Total charge: 0
Lowest unoccupied orbital energy (eV): 0.795

Last column: natural (NBO) charge in e.
Atoms and positions in Å:
C -1.141 -1.662 0.417  -0.01
C -0.471 -0.718 1.456  -0.67
C 0.577 2.139 -0.896  -0.43
N -0.484 -1.844 -0.631  -0.21
N 0.762 -1.474 -0.695  -0.62
N 0.158 1.163 0.043  -0.89
S 0.950 -0.051 0.580  1.13
H -2.044 -2.216 0.624  0.21
H -1.135 0.117 1.829  0.28
H -0.332 -1.175 2.452  0.25
H -0.145 2.995 -0.976  0.20
H 1.560 2.634 -0.872  0.17
H 0.509 1.493 -1.756  0.19
H 1.235 -1.401 -1.575  0.39

=====

two.
C3H7N3S | wB97M-V/def2-TZVPD

Summary:
Kohn-Sham gap (Ha): 0.3471
Total charge: 0
Lowest unoccupied orbital energy (eV): 0.706

Last column: natural (NBO) charge in e.
Atoms and positions in Å:
C 0.333 -1.008 0.183  -0.23
C 1.726 -0.615 -0.183  -0.53
C 0.089 1.358 -0.098  0.29
H -2.237 -0.564 -0.714  0.36
H -2.057 -0.291 0.925  0.34
H 0.297 -1.215 1.273  0.17
H 0.048 -1.921 -0.353  0.20
H 1.851 -0.752 -1.250  0.21
H 2.506 -1.184 0.346  0.24
H -1.540 2.349 0.024  0.36
N -1.863 0.069 -0.047  -0.63
N -0.504 0.100 -0.159  -0.32
N -0.513 2.479 0.002  -0.72
S 1.864 1.194 0.051  0.24

=====

three.
C3H7N3S | wB97M-V/def2-TZVPD

Summary:
Kohn-Sham gap (Ha): 0.2945
Total charge: 0
Lowest unoccupied orbital energy (eV): 0.129

Last column: natural (NBO) charge in e.
Atoms and positions in Å:
C 0.819 -1.593 -0.837  -0.33
C -2.495 1.061 -0.810  0.16
C 1.492 0.309 1.190  -0.48
N 0.111 -0.566 -0.459  -0.21
N -2.144 1.801 0.089  -0.62
N 0.151 0.305 0.510  -0.40
S -3.097 0.740 -2.219  0.01
H 0.454 -2.357 -1.511  0.21
H 1.787 -1.810 -0.256  0.19
H 2.073 -0.611 1.097  0.18
H 1.989 1.206 0.926  0.21
H 1.393 0.346 2.302  0.20
H -0.756 -0.340 -1.049  0.41
H -1.775 1.510 1.027  0.45

=====

It comes down to two, which is 61.9 kcal/mol more stable than the next structure.

=====

one.
C3H7N3S | wB97M-V/def2-TZVPD

Summary:
Kohn-Sham gap (Ha): 0.3557
Total charge: 0
Lowest unoccupied orbital energy (eV): 0.773

Last column: natural (NBO) charge in e.
Atoms and positions in Å:
C -2.555 -0.389 0.027  -0.70
C -1.718 0.812 -0.100  0.13
C 1.318 -0.637 -0.217  0.29
H -2.630 -0.889 -0.950  0.24
H -3.566 -0.075 0.365  0.21
H -2.137 -1.085 0.760  0.25
H -2.159 1.819 -0.086  0.18
H 1.708 -1.642 -0.250  0.19
H 1.853 1.341 -0.093  0.43
H 4.127 0.012 1.254  0.09
N -0.457 0.764 -0.166  -0.34
N 0.043 -0.543 -0.219  -0.39
N 2.249 0.404 -0.232  -0.78
S 3.925 0.108 -0.093  0.20

=====

two.
C3H7N3S | wB97M-V/def2-TZVPD

Summary:
Kohn-Sham gap (Ha): 0.3279
Total charge: 0
Lowest unoccupied orbital energy (eV): 0.617

Last column: natural (NBO) charge in e.
Atoms and positions in Å:
C -0.100 0.665 0.512  -0.15
C 1.019 -0.339 0.663  -0.24
C -1.265 -0.296 0.117  0.13
H 0.908 2.099 -0.711  0.38
H -0.667 1.768 -1.021  0.37
H -0.405 1.073 1.433  0.20
H 1.179 -0.729 1.743  0.20
H 1.998 0.149 0.567  0.21
H 1.123 -0.765 -1.261  0.37
H -1.144 -2.277 -0.617  0.43
N 0.140 1.398 -0.700  -0.84
N 0.768 -1.257 -0.397  -0.45
N -0.626 -1.398 -0.384  -0.44
S -2.930 -0.090 0.054  -0.17

=====

It comes down to two, which is 1.7 kcal/mol more stable than the next structure.

=====

one.
C3H7N3S | wB97M-V/def2-TZVPD

Summary:
Kohn-Sham gap (Ha): 0.3542
Total charge: 0
Lowest unoccupied orbital energy (eV): 0.600

Last column: natural (NBO) charge in e.
Atoms and positions in Å:
C 1.106 1.329 0.327  0.41
C -0.155 1.042 -0.284  -0.65
C -1.568 -2.607 0.311  -0.08
H 0.639 0.039 1.938  0.40
H 2.273 0.731 2.046  0.40
H 1.625 2.200 -1.333  0.34
H -1.042 1.275 0.325  0.26
H -0.353 1.804 -1.118  0.25
H -1.652 -3.049 -0.659  0.15
H -1.682 -3.352 1.208  0.20
N 1.325 0.813 1.713  -0.85
N 2.018 1.914 -0.364  -0.66
N -1.188 -1.350 0.404  -0.57
S -0.699 -0.492 -1.050  0.41

=====

two.
C3H7N3S | wB97M-V/def2-TZVPD

Summary:
Kohn-Sham gap (Ha): 0.3458
Total charge: 0
Lowest unoccupied orbital energy (eV): 0.747

Last column: natural (NBO) charge in e.
Atoms and positions in Å:
C -0.236 0.244 0.526  0.31
C 0.964 -1.638 -0.015  -0.24
C 0.856 -0.997 -1.385  -0.49
H -2.308 2.090 0.165  0.35
H -0.806 2.767 0.165  0.35
H -0.781 1.142 2.266  0.39
H 0.379 -2.575 0.048  0.19
H 1.991 -1.910 0.221  0.21
H 0.734 -1.669 -2.214  0.23
H 1.762 -0.392 -1.518  0.21
N -1.506 2.304 0.767  -0.63
N -0.989 1.104 1.280  -0.46
N 0.528 -0.680 0.961  -0.51
S -0.588 0.210 -1.268  0.10

=====

three.
C3H7N3S | wB97M-V/def2-TZVPD

Summary:
Kohn-Sham gap (Ha): 0.3428
Total charge: 0
Lowest unoccupied orbital energy (eV): 0.806

Last column: natural (NBO) charge in e.
Atoms and positions in Å:
C -0.189 -0.373 -0.565  -0.30
C 0.108 0.484 0.588  -0.21
C 1.271 1.031 0.787  -0.40
N -1.895 -1.474 0.646  0.02
N -0.956 -1.600 -0.312  -0.46
N -2.708 -0.585 0.718  -0.31
S -3.118 0.532 -0.551  0.10
H -0.735 0.322 -1.223  0.22
H 0.834 -0.673 -1.082  0.22
H -0.718 0.712 1.297  0.22
H -2.791 -0.195 -1.627  0.10
H 2.257 0.956 0.221  0.21
H 1.160 1.596 1.695  0.21
H -0.511 -2.459 -0.259  0.39

=====

It comes down to two, which is 26.0 kcal/mol more stable than the next structure.

=====

one.
C13H21CuN2O10 | wB97M-V/def2-TZVPD

Summary:
2S+1: 2
Kohn-Sham gap (spin up / spin down) (Ha): 0.2520 / 0.1804
Total charge: -1
⟨S²⟩: 0.777
Lowest unoccupied orbital energy (spin up / spin down) (eV): 2.279 / 0.516

Last column: Löwdin spin population.
Atoms and positions in Å:
Cu -0.287 -0.371 0.163  0.01
N 0.704 -2.565 -2.387  0.00
O 0.373 -1.901 -1.439  0.00
O 1.606 -2.207 -3.101  0.00
O 0.106 -3.610 -2.626  0.00
C 1.832 3.014 -2.255  0.19
C 1.614 3.518 -3.587  0.01
C 0.345 2.937 -4.338  0.02
O 0.161 3.411 -5.499  0.14
C -0.457 1.982 -3.633  0.33
C -0.177 1.568 -2.336  0.02
C 1.001 2.168 -1.624  0.01
O 1.405 1.727 -0.501  0.05
O -1.079 0.876 -1.731  0.15
O 2.291 4.304 -4.266  0.04
H 2.708 3.358 -1.724  0.01
H -1.283 1.508 -4.143  0.01
C 3.006 -1.106 -0.023  0.00
O 1.792 -0.854 0.688  0.00
C 2.068 -1.259 2.031  0.00
C 0.866 -1.051 2.930  0.00
N -0.356 -1.433 2.215  0.00
C -1.565 -0.927 2.943  0.00
C -1.760 0.603 2.723  0.00
O -1.404 1.046 1.400  0.00
C -1.458 2.462 1.358  0.00
H 2.757 -0.880 -1.060  0.00
H 3.149 -2.187 -0.025  0.00
H 3.894 -0.559 0.295  0.00
H 2.864 -0.709 2.534  0.00
H 2.410 -2.293 2.062  0.00
H 0.755 0.004 3.177  0.00
H 0.916 -1.622 3.858  0.00
H -0.434 -2.432 2.342  0.00
H -1.439 -1.125 4.008  0.00
H -2.478 -1.451 2.659  0.00
H -1.194 1.058 3.536  0.00
H -2.809 0.808 2.938  0.00
H -0.596 2.915 1.847  0.00
H -2.323 3.012 1.728  0.00
H -1.420 2.723 0.300  0.00
C -2.520 -2.725 -0.263  0.00
O -2.501 -1.318 0.012  0.00
H -2.568 -2.790 -1.350  0.00
H -1.720 -3.318 0.180  0.00
H -3.385 -3.254 0.137  0.00
H -3.409 -1.053 -0.154  0.00

=====

two.
C13H21CuN2O10 | wB97M-V/def2-TZVPD

Summary:
2S+1: 2
Kohn-Sham gap (spin up / spin down) (Ha): 0.2215 / 0.1792
Total charge: -1
⟨S²⟩: 0.754
Lowest unoccupied orbital energy (spin up / spin down) (eV): 1.980 / 0.845

Last column: Löwdin spin population.
Atoms and positions in Å:
Cu 0.152 0.290 -0.419  0.76
N -1.031 2.191 -2.966  0.00
O -1.697 2.011 -3.993  0.00
O -0.803 3.345 -2.543  0.00
O -0.575 1.199 -2.335  0.02
C -1.722 -3.454 0.915  0.00
C -1.715 -4.799 0.429  0.00
C -0.884 -5.079 -0.861  0.00
O -0.884 -6.227 -1.287  0.00
C -0.341 -3.933 -1.527  0.00
C -0.403 -2.658 -0.998  0.01
C -1.141 -2.386 0.295  0.00
O -1.158 -1.215 0.800  0.00
O 0.163 -1.704 -1.639  0.15
O -2.366 -5.727 0.890  0.00
H -2.306 -3.250 1.806  0.00
H 0.197 -4.053 -2.458  0.00
C -3.098 1.520 -0.643  0.00
O -1.922 1.490 0.116  0.00
C -1.839 2.514 1.057  0.00
C -0.494 2.372 1.776  0.00
N 0.592 2.174 0.794  0.03
C 1.825 1.757 1.535  0.00
C 1.833 0.316 1.972  0.00
O 1.732 -0.587 0.884  0.01
C 1.910 -1.913 1.332  0.00
H -3.165 0.649 -1.296  0.00
H -3.151 2.372 -1.329  0.00
H -4.007 1.491 -0.034  0.00
H -2.594 2.471 1.854  0.00
H -2.024 3.491 0.596  0.00
H -0.637 1.558 2.484  0.00
H -0.316 3.301 2.328  0.00
H 0.778 3.118 0.474  0.00
H 1.935 2.444 2.380  0.00
H 2.646 1.944 0.840  0.00
H 1.076 0.214 2.757  0.00
H 2.770 0.097 2.495  0.00
H 1.265 -2.165 2.175  0.00
H 2.966 -2.050 1.605  0.00
H 1.788 -2.706 0.594  0.00
C 2.790 1.933 -1.898  0.00
O 2.137 0.771 -1.442  0.00
H 2.068 2.747 -1.966  0.00
H 3.565 2.241 -1.180  0.00
H 3.284 1.812 -2.865  0.00
H 2.798 0.073 -1.505  0.00

=====

It comes down to two, which is 37.7 kcal/mol more stable than the next structure.